{"formula": "C56H165BN7O32RbS", "method": "ωB97M-V/def2-TZVPD", "elements": ["Rb", "B", "H", "H", "H", "H", "S", "O", "O", "O", "O", "C", "O", "H", "H", "H", "H", "C", "O", "H", "H", "H", "H", "C", "O", "H", "H", "H", "H", "C", "O", "H", "H", "H", "H", "C", "O", "H", "H", "H", "H", "C", "O", "H", "H", "H", "H", "C", "O", "H", "H", "H", "H", "C", "O", "H", "H", "H", "H", "C", "O", "H", "H", "H", "H", "C", "O", "H", "H", "H", "H", "C", "O", "H", "H", "H", "H", "C", "O", "H", "H", "H", "H", "C", "O", "H", "H", "H", "H", "C", "O", "H", "H", "H", "H", "C", "O", "C", "C", "N", "C", "C", "O", "C", "H", "H", "H", "H", "H", "H", "H", "H", "H", "H", "H", "H", "H", "H", "H", "C", "O", "C", "C", "N", "C", "C", "O", "C", "H", "H", "H", "H", "H", "H", "H", "H", "H", "H", "H", "H", "H", "H", "H", "C", "O", "C", "C", "N", "C", "C", "O", "C", "H", "H", "H", "H", "H", "H", "H", "H", "H", "H", "H", "H", "H", "H", "H", "C", "O", "C", "C", "N", "C", "C", "O", "C", "H", "H", "H", "H", "H", "H", "H", "H", "H", "H", "H", "H", "H", "H", "H", "C", "O", "C", "C", "N", "C", "C", "O", "C", "H", "H", "H", "H", "H", "H", "H", "H", "H", "H", "H", "H", "H", "H", "H", "C", "O", "C", "C", "N", "C", "C", "O", "C", "H", "H", "H", "H", "H", "H", "H", "H", "H", "H", "H", "H", "H", "H", "H", "C", "O", "C", "C", "N", "C", "C", "O", "C", "H", "H", "H", "H", "H", "H", "H", "H", "H", "H", "H", "H", "H", "H", "H"], "coordinates": [[14.17248, 14.30157, 22.46400], [16.64475, 14.58747, 20.58376], [16.36460, 15.41781, 21.21330], [17.35892, 13.99570, 21.13514], [15.79380, 14.00356, 20.26885], [17.13186, 14.98338, 19.70614], [10.30719, 15.09552, 22.17384], [9.68049, 16.38393, 21.91156], [11.68916, 15.29356, 22.65724], [9.51424, 14.36754, 23.18346], [10.28459, 14.30911, 20.92884], [12.13128, 17.51683, 25.01468], [12.96417, 16.43788, 24.49408], [11.15547, 17.09401, 25.25370], [12.49977, 18.05641, 25.88714], [11.87964, 18.34718, 24.35492], [12.42232, 16.10033, 23.77710], [16.45469, 17.55978, 23.39746], [16.63598, 18.63363, 22.48508], [15.94933, 17.87322, 24.31096], [15.76791, 16.81817, 22.98950], [17.41524, 17.14199, 23.69896], [17.14877, 18.32203, 21.73572], [17.10687, 10.48965, 18.23324], [18.54026, 10.53159, 18.11304], [16.56447, 10.92674, 17.39488], [16.77390, 9.45932, 18.35834], [16.81413, 11.07496, 19.10491], [18.83301, 11.42497, 18.30736], [15.29102, 13.92499, 17.32824], [15.51644, 15.24923, 17.83344], [14.82955, 13.26263, 18.06064], [14.61076, 13.90389, 16.47683], [16.22660, 13.49731, 16.96788], [15.98697, 15.06980, 18.65076], [12.40290, 18.07341, 20.89966], [11.03427, 18.33808, 20.68540], [12.62959, 17.98792, 21.96238], [12.75816, 17.23258, 20.30392], [13.06248, 18.89943, 20.63368], [10.57210, 17.66699, 21.19300], [15.56013, 12.55712, 25.40622], [15.74894, 13.94370, 25.13638], [16.22148, 11.98211, 24.75808], [15.73168, 12.38128, 26.46818], [14.51898, 12.27721, 25.24570], [15.54760, 14.46098, 25.91962], [11.17920, 11.31111, 21.51672], [11.93552, 12.33891, 20.87466], [10.21625, 11.68632, 21.86320], [10.95556, 10.40723, 20.95007], [11.72117, 10.97908, 22.40224], [11.30365, 13.06082, 20.84004], [12.26235, 15.12365, 18.34360], [11.04271, 14.34653, 18.47617], [12.90525, 14.75713, 19.14388], [12.65654, 15.01605, 17.33310], [11.95519, 16.12322, 18.65119], [10.80903, 14.33193, 19.40716], [19.28241, 14.05458, 18.14484], [18.93922, 13.05735, 19.03746], [20.08262, 13.60613, 17.55608], [18.38322, 14.36129, 17.61052], [19.80428, 14.89826, 18.59644], [18.17951, 13.41484, 19.50289], [17.31200, 11.24909, 22.00418], [16.08178, 11.85313, 21.66526], [18.03061, 11.36199, 21.19242], [17.73397, 11.83853, 22.81820], [17.19251, 10.19693, 22.26258], [16.28379, 12.70595, 21.27348], [17.63884, 17.73916, 19.21080], [17.88013, 17.30204, 20.53784], [16.58886, 17.58542, 18.96176], [17.77542, 18.81913, 19.26668], [18.32508, 17.26995, 18.50580], [17.60462, 16.38343, 20.49482], [14.33808, 9.30919, 20.57908], [14.10538, 8.24009, 19.71308], [13.48171, 9.55611, 21.20658], [15.07943, 8.91667, 21.27508], [14.61634, 10.18294, 19.98980], [13.49438, 7.61327, 20.10724], [12.80910, 10.88274, 17.55868], [13.59545, 9.74685, 17.24012], [13.24369, 11.81978, 17.21056], [11.80400, 10.69201, 17.18248], [12.69681, 10.94837, 18.64088], [13.92262, 9.37785, 18.06376], [21.28368, 10.63459, 20.04342], [22.41894, 10.35493, 20.92948], [20.44900, 9.96170, 20.23998], [20.91256, 11.65530, 20.13576], [21.62598, 10.53355, 19.01350], [22.75420, 9.52449, 20.58369], [14.53881, 18.26502, 17.09932], [13.68771, 18.44027, 15.91304], [13.54262, 17.23764, 15.18676], [12.90839, 17.56125, 13.84684], [13.79986, 18.29289, 12.99028], [13.24191, 18.59258, 11.67966], [14.24343, 19.46603, 10.88120], [14.49640, 20.67142, 11.62532], [15.34046, 21.58067, 10.96726], [14.67466, 19.22165, 17.60381], [15.53949, 18.00382, 16.75505], [14.16784, 17.53560, 17.81933], [12.95060, 16.48855, 15.71256], [14.51927, 16.78672, 15.01092], [11.94794, 18.06796, 13.94114], [12.64274, 16.61678, 13.37196], [14.19640, 19.15896, 13.32610], [12.29513, 19.11480, 11.81746], [13.12127, 17.63086, 11.18100], [13.82498, 19.76439, 9.91996], [15.18763, 18.92489, 10.81994], [16.30316, 21.10375, 10.78326], [15.53276, 22.45950, 11.58270], [14.95454, 22.01995, 10.04738], [27.86749, 13.49991, 21.90566], [26.50714, 13.76964, 21.58526], [25.61385, 12.92760, 22.33038], [24.18507, 12.90724, 21.82254], [23.49782, 14.10985, 22.21054], [22.15516, 14.02749, 21.66828], [21.35959, 15.29317, 21.98772], [20.77238, 15.22592, 23.30292], [19.54679, 14.55520, 23.38696], [28.54272, 14.09368, 21.28954], [28.19106, 12.46455, 21.79874], [28.09104, 13.69941, 22.95368], [25.56933, 13.20522, 23.38348], [25.93757, 11.88843, 22.27184], [23.74205, 12.09590, 22.40008], [24.09967, 12.57826, 20.78689], [23.40515, 14.19964, 23.21226], [21.59461, 13.16395, 22.02632], [22.24728, 14.01854, 20.58222], [20.56832, 15.52321, 21.27422], [22.05207, 16.13269, 21.92614], [18.81565, 15.24028, 22.95780], [19.23443, 14.29358, 24.39796], [19.43473, 13.62598, 22.82832], [22.43662, 18.49255, 26.18430], [21.07649, 18.87431, 26.25798], [20.28335, 18.09107, 25.37126], [20.64883, 18.34521, 23.89836], [20.51336, 19.78661, 23.54976], [19.11454, 20.20906, 23.42550], [19.02191, 21.76195, 23.49652], [19.51683, 22.37170, 24.69404], [18.70078, 22.20801, 25.78932], [22.54478, 17.44302, 26.45798], [23.00425, 19.06863, 26.91508], [22.90420, 18.61013, 25.20672], [19.21768, 18.21337, 25.56492], [20.50146, 17.04510, 25.58684], [20.02304, 17.77158, 23.21468], [21.62987, 17.94294, 23.64572], [20.84972, 20.28144, 24.36346], [18.46877, 19.81281, 24.20912], [18.87296, 19.87607, 22.41612], [17.97647, 22.02224, 23.33100], [19.58954, 22.09616, 22.62806], [18.34111, 21.18972, 25.93704], [17.81356, 22.83981, 25.74736], [19.21822, 22.36125, 26.73634], [22.51071, 17.18288, 17.20884], [22.35190, 17.42701, 18.64319], [21.43200, 18.49712, 18.79737], [21.19002, 18.74007, 20.30528], [22.14544, 19.57473, 20.98068], [23.45109, 19.00489, 20.97242], [24.45706, 19.78096, 21.88676], [24.06488, 19.95561, 23.20944], [25.06126, 20.51569, 24.06620], [22.83561, 18.09537, 16.70896], [21.56234, 16.95536, 16.72208], [23.25220, 16.39503, 17.07626], [20.46910, 18.20795, 18.37633], [21.73873, 19.44564, 18.35654], [21.15766, 17.81071, 20.87390], [20.23595, 19.25557, 20.41525], [21.78782, 19.64879, 21.92234], [23.84998, 19.03846, 19.95860], [23.42605, 17.94440, 21.22310], [24.58184, 20.76941, 21.44460], [25.43817, 19.30618, 21.87614], [24.56629, 20.83420, 24.98362], [25.43126, 21.44343, 23.62976], [25.77535, 19.71131, 24.24270], [12.90368, 13.12956, 14.15312], [13.55170, 12.76331, 12.95430], [13.99099, 13.88433, 12.18050], [15.22935, 14.65182, 12.73108], [16.49199, 13.97658, 12.48064], [16.51376, 12.59377, 12.93586], [17.91915, 12.00730, 12.84136], [18.77923, 12.45338, 13.89210], [18.47507, 11.84254, 15.16432], [12.60706, 12.21944, 14.67446], [12.06592, 13.79150, 13.93376], [13.67987, 13.62778, 14.73396], [13.14854, 14.53785, 11.95406], [14.27414, 13.50802, 11.19750], [15.11984, 14.88363, 13.79050], [15.34885, 15.60048, 12.20774], [17.22799, 14.52545, 12.90154], [15.81567, 12.05832, 12.29238], [16.12371, 12.55971, 13.95312], [18.30009, 12.26816, 11.85396], [17.78230, 10.92637, 12.81044], [18.17054, 10.79741, 15.21960], [17.76117, 12.50769, 15.65014], [19.37280, 11.95992, 15.77128], [25.90238, 13.05166, 28.16850], [24.70816, 13.68160, 27.74744], [24.83670, 14.36868, 26.48914], [23.47569, 14.75285, 25.89406], [22.73918, 13.71309, 25.14348], [22.71766, 12.46595, 25.83118], [21.61537, 11.57626, 25.26324], [20.44978, 11.82700, 25.97998], [19.31530, 11.05051, 25.54036], [26.69437, 13.74509, 28.45138], [26.26855, 12.32480, 27.44344], [25.55972, 12.42662, 28.99312], [25.35548, 13.76642, 25.74332], [25.48145, 15.22641, 26.68072], [23.61257, 15.59570, 25.21658], [22.88269, 15.18307, 26.70114], [21.80545, 13.95342, 24.84264], [22.54453, 12.61224, 26.89734], [23.63508, 11.90625, 25.64904], [21.83493, 10.54174, 25.52714], [21.49970, 11.74791, 24.19306], [18.38077, 11.51133, 25.86036], [19.39834, 9.99791, 25.81096], [19.20938, 11.21552, 24.46814], [21.61400, 21.33683, 10.64232], [21.86997, 19.94333, 10.64566], [20.71046, 19.11900, 10.49362], [19.84786, 19.00610, 11.79886], [18.59174, 18.26299, 11.49208], [17.49068, 18.22065, 12.50244], [17.87831, 17.63695, 13.90466], [18.30698, 16.29259, 13.77888], [18.38529, 15.57967, 15.03078], [20.94652, 21.64086, 9.83602], [22.54817, 21.89164, 10.55516], [21.20602, 21.61379, 11.61440], [21.06305, 18.12942, 10.20290], [20.09482, 19.46746, 9.66438], [19.44555, 19.95068, 12.16496], [20.33871, 18.54560, 12.65626], [18.77825, 17.30942, 11.21636], [16.71933, 17.56456, 12.09912], [17.04974, 19.21173, 12.60934], [16.90413, 17.64401, 14.39356], [18.57234, 18.23284, 14.49740], [18.92462, 14.66147, 14.79810], [17.47469, 15.21875, 15.50894], [19.00793, 16.06548, 15.78204]], "mulliken_charge": [-0.55, 5.92, -1.27, -1.27, -1.22, -1.70, 0.72, -0.92, -0.67, -0.77, -0.89, -0.89, -0.23, 0.32, 0.28, 0.31, 0.48, -0.03, -0.67, 0.54, -0.33, -0.18, 0.35, 0.20, -0.64, 0.09, 0.39, -0.48, 0.18, 0.41, 2.05, 0.21, -1.21, -0.10, -0.58, 0.10, -0.61, -0.12, -0.22, 0.43, 0.52, -0.43, -0.15, -0.08, 0.41, 0.25, 0.15, -0.88, 0.24, 0.32, 0.26, 0.26, 0.11, 0.92, -0.68, -0.35, -0.68, 0.33, 0.42, -0.18, 0.67, 0.63, -0.55, -0.25, -0.37, -0.23, -0.05, -0.05, -0.35, 0.47, 0.30, -0.27, 0.48, 0.04, 0.54, -0.37, -0.53, 0.13, -0.53, 0.14, 0.31, -0.33, 0.27, 0.27, -0.62, -0.31, 0.36, -0.08, 0.32, -0.30, -0.44, 0.30, -0.20, 0.39, 0.24, -0.27, -0.59, 0.88, -1.45, 0.21, -0.82, -0.34, -0.36, -0.78, 0.44, 0.10, 0.03, 0.14, -0.35, 0.55, 0.27, 0.28, 0.39, 0.26, 0.50, 0.13, 0.30, 0.25, 0.29, -0.80, -0.29, -0.13, -0.52, -0.17, -0.35, -0.19, 0.64, -0.48, 0.26, 0.32, 0.29, -0.25, 0.43, 0.15, 0.51, 0.05, -0.38, 1.07, 0.04, -0.78, -0.41, 0.32, -0.25, -0.21, -0.47, -0.67, 1.31, -0.02, 0.34, -0.97, -0.36, -0.72, 0.04, 0.33, 0.06, 0.24, 0.29, -0.71, -0.06, 0.37, 0.10, -0.35, 0.43, 0.39, 0.25, 0.34, 0.29, -0.67, -0.05, -0.92, 0.74, -0.39, 0.09, -1.15, -0.08, -0.96, 0.35, 0.05, 0.27, 0.36, 0.43, -0.35, 0.19, 0.20, 0.39, -0.01, 0.41, 0.46, 0.21, 0.38, 0.36, 0.33, -0.41, -1.36, 1.30, -0.42, 0.29, -1.17, -0.39, -0.11, 0.21, 0.35, -0.52, 0.43, 0.48, -0.53, -0.25, 0.23, 0.44, -0.10, 0.42, 0.47, 0.44, -0.34, 0.31, -0.81, -0.33, -0.82, -0.29, 0.70, -0.70, -0.54, -0.40, -0.48, 0.29, 0.32, 0.28, 0.07, 0.54, 0.27, 0.55, -0.64, 0.35, 0.33, 0.65, 0.06, 0.17, 0.39, 0.11, -0.68, -0.38, -0.49, -0.37, -0.14, -0.60, 0.32, -0.63, -0.77, 0.30, 0.25, 0.27, 0.28, 0.37, 0.32, 0.20, 0.34, -0.38, 0.27, -0.18, 0.47, 0.46, 0.27, 0.39], "multiplicity": 1, "total_charge": -2, "e_tot_ha": -5470.21100}